(1)
{"formula": "C21H21BrN7O11SeZr", "method": "wB97M-V/def2-TZVPD", "e_tot_ha": -7046.52160, "homo_lumo_gap_ev": 8.1, "charge": -1, "mol_weight_g_mol": 797.53, "e_above_lowest_kcal_mol": 12.2, "fmax_ha_per_bohr": 0.0166, "symbols": ["Zr", "Br", "C", "C", "C", "C", "O", "C", "C", "N", "C", "C", "C", "C", "C", "C", "C", "C", "N", "C", "C", "H", "H", "H", "H", "H", "H", "H", "H", "H", "H", "N", "N", "C", "N", "N", "N", "O", "O", "H", "H", "H", "H", "H", "C", "O", "C", "O", "H", "H", "H", "C", "C", "O", "O", "H", "H", "H", "O", "Se", "O", "O", "O"], "coordinates": [[0.56255, -0.46349, -0.03764], [-6.94066, -0.33513, -1.04892], [-5.04258, -0.22995, -1.11299], [-4.34351, -1.00207, -2.03407], [-2.96592, -0.92134, -2.09069], [-2.26618, -0.07506, -1.21995], [-0.95687, 0.01030, -1.29925], [-2.98361, 0.67513, -0.27171], [-2.30243, 1.51618, 0.70415], [-1.06314, 1.44116, 0.98552], [-0.57113, 2.26875, 2.01673], [-1.19181, 2.39695, 3.22871], [-0.61909, 3.18801, 4.24807], [0.57252, 3.81890, 4.05167], [1.25126, 3.68367, 2.81649], [2.51675, 4.25528, 2.55575], [3.11735, 4.03234, 1.35249], [2.44554, 3.24484, 0.39033], [1.26656, 2.72204, 0.58640], [0.67550, 2.91398, 1.78875], [-4.37644, 0.60434, -0.24302], [-4.87981, -1.66154, -2.70337], [-2.38853, -1.51289, -2.79077], [-2.93346, 2.24540, 1.22374], [-2.09828, 1.83798, 3.42519], [-1.12284, 3.26103, 5.20337], [1.02956, 4.40278, 4.84180], [3.00154, 4.84482, 3.32567], [4.09858, 4.42813, 1.12819], [2.91642, 3.02058, -0.56033], [-4.92711, 1.19362, 0.48006], [0.79585, 0.75657, -3.96004], [1.65028, -0.25036, -4.43216], [1.52418, -1.55220, -4.16121], [2.54389, -2.34528, -4.58853], [0.44712, -1.90645, -3.45358], [0.11075, -3.17998, -3.29874], [0.60708, -3.99927, -4.07206], [-0.20266, -2.50840, -0.16725], [-0.13941, 0.36389, -3.94451], [1.04101, 0.92500, -2.98411], [2.44895, 0.06201, -4.95403], [3.43855, -2.00240, -4.25635], [2.36894, -3.32448, -4.41845], [-1.97913, -4.44879, 0.08853], [-1.98732, -3.31105, 0.96465], [-1.09782, -2.35597, 0.72376], [-1.15170, -1.29469, 1.38200], [-2.76326, -4.31748, -0.65615], [-2.19501, -5.31672, 0.70649], [-1.01921, -4.55188, -0.40862], [1.48958, -1.88867, 3.24679], [1.38843, -0.39375, 3.03346], [1.36909, 0.38855, 3.95840], [1.32243, -0.01570, 1.77356], [2.09505, -2.09122, 4.12770], [1.90740, -2.38619, 2.37243], [0.48167, -2.26818, 3.42723], [3.87252, -0.95749, -2.46631], [3.33327, -0.52798, -1.01412], [4.45061, -0.00180, 0.00064], [2.05190, 0.59262, -1.15748], [2.31624, -1.69705, -0.35233]]}

(2)
{"formula": "C21H21ClIrN3O2S", "method": "wB97M-V/def2-TZVPD", "s2": 6.07, "multiplicity": 5, "e_tot_ha": -2089.61699, "homo_lumo_gap_ev": [5.4, 4.9], "charge": 2, "mol_weight_g_mol": 607.16, "fmax_ha_per_bohr": 0.0639, "symbols": ["Ir", "Cl", "C", "C", "C", "C", "O", "C", "C", "N", "C", "C", "C", "C", "C", "C", "C", "C", "N", "C", "C", "H", "H", "H", "H", "H", "H", "H", "H", "H", "H", "C", "C", "C", "N", "H", "H", "H", "H", "H", "C", "S", "C", "O", "H", "H", "H", "H", "H", "H"], "coordinates": [[0.69078, -0.90820, -0.41298], [-4.88007, -2.58107, 3.84809], [-3.74614, -2.06400, 2.66612], [-4.14182, -1.93529, 1.33454], [-3.18772, -1.99866, 0.32984], [-1.81385, -2.00961, 0.61352], [-0.90214, -2.05016, -0.33452], [-1.40467, -1.84359, 2.03117], [-0.12908, -1.32503, 2.38433], [0.72346, -0.78888, 1.54394], [1.84700, -0.09196, 1.99244], [2.08839, 0.25912, 3.33999], [3.22185, 1.04657, 3.61054], [4.07699, 1.51759, 2.64783], [3.88554, 1.15605, 1.31499], [4.66412, 1.53384, 0.20104], [4.33918, 1.15810, -1.08800], [3.11488, 0.53938, -1.36768], [2.34661, 0.15528, -0.31783], [2.72463, 0.40853, 0.98106], [-2.40080, -1.97506, 3.03098], [-5.23548, -1.84831, 1.14238], [-3.51210, -1.95189, -0.71213], [0.12552, -1.39131, 3.45307], [1.44486, -0.12482, 4.12677], [3.39265, 1.27156, 4.65148], [4.93855, 2.11238, 2.92832], [5.54643, 2.13023, 0.36202], [4.94982, 1.26267, -1.95592], [2.79428, 0.27681, -2.41081], [-2.12830, -1.95832, 4.11567], [-3.48740, 2.49737, -0.09526], [-2.02459, 2.98251, -0.02473], [-1.04786, 1.89828, -0.25658], [-0.28365, 1.04609, -0.48594], [-4.25575, 3.27784, 0.05309], [-3.65821, 1.79221, 0.75591], [-3.75927, 1.92723, -0.98611], [-1.81810, 3.38975, 0.97535], [-1.87306, 3.71871, -0.83664], [0.56346, -2.19533, -4.84107], [-0.39298, -1.46859, -3.51865], [-1.01030, 0.10002, -4.12812], [0.77938, -1.07822, -2.54546], [-0.06532, -2.33572, -5.72688], [0.88126, -3.18276, -4.46746], [1.41188, -1.58835, -5.11892], [-1.05655, 0.04080, -5.24570], [-0.32878, 0.88523, -3.82883], [-2.00752, 0.31098, -3.72828]]}

(3)
{"formula": "C21H21CoN6O3S", "method": "wB97M-V/def2-TZVPD", "e_tot_ha": -3147.64824, "homo_lumo_gap_ev": 7.3, "charge": 2, "mol_weight_g_mol": 496.44, "e_above_lowest_kcal_mol": 0.0, "fmax_ha_per_bohr": 0.0070, "symbols": ["Co", "C", "C", "N", "N", "C", "N", "S", "C", "C", "C", "C", "C", "N", "H", "H", "H", "H", "H", "H", "H", "H", "H", "H", "O", "C", "O", "C", "C", "C", "C", "C", "C", "H", "H", "H", "H", "H", "N", "C", "O", "C", "C", "C", "N", "C", "C", "H", "H", "H", "H", "H", "H"], "coordinates": [[-0.43023, -0.04697, 0.57343], [1.71086, -3.30577, 2.17983], [1.20574, -2.04874, 1.56533], [-0.01890, -1.67313, 1.50868], [-1.05347, -2.38213, 2.05391], [-2.30612, -1.86541, 1.93119], [-3.28937, -2.50141, 2.54596], [-2.58798, -0.48030, 0.99588], [2.12936, -1.05024, 0.97534], [3.50266, -1.16970, 1.00200], [4.27524, -0.12174, 0.50715], [3.64752, 1.00650, 0.01843], [2.25854, 1.05480, 0.01894], [1.52481, 0.04863, 0.47245], [0.93095, -4.04371, 2.35407], [2.20601, -3.08971, 3.12941], [2.44765, -3.76333, 1.52016], [-0.84715, -3.14864, 2.67917], [-3.14706, -3.31461, 3.12480], [-4.22801, -2.13761, 2.48001], [3.97288, -2.05084, 1.41390], [5.35443, -0.18973, 0.52032], [4.21154, 1.84783, -0.35762], [1.72259, 1.91922, -0.35327], [-0.80961, 1.64576, -0.12940], [-0.70443, 2.17684, 1.04198], [-0.40709, 1.32383, 1.94330], [-0.88734, 3.59508, 1.29115], [-1.20940, 4.44553, 0.23161], [-1.38176, 5.79524, 0.47586], [-1.23459, 6.28758, 1.76771], [-0.91613, 5.43924, 2.82241], [-0.74189, 4.08808, 2.58918], [-1.32959, 4.04406, -0.76565], [-1.63439, 6.46512, -0.33412], [-1.37270, 7.34412, 1.95512], [-0.80797, 5.83525, 3.82243], [-0.49744, 3.41132, 3.39666], [-0.78796, -3.61110, -5.52049], [-0.71026, -2.29024, -5.25874], [-0.73473, -1.42049, -6.09780], [-0.60823, -1.88521, -3.79889], [-0.08056, -0.62933, -3.53455], [-0.02308, -0.18049, -2.23365], [-0.46474, -0.91213, -1.19955], [-0.98575, -2.11809, -1.45348], [-1.06955, -2.64025, -2.72881], [-0.85401, -3.89506, -6.48515], [-0.65239, -4.31961, -4.82404], [0.25293, -0.00685, -4.35309], [0.35435, 0.80438, -2.00351], [-1.36404, -2.67726, -0.60882], [-1.53013, -3.60857, -2.86714]]}

(4)
{"formula": "C21H21F10GdN3O2PS2", "method": "wB97M-V/def2-TZVPD", "s2": 13.03, "multiplicity": 7, "e_tot_ha": -4029.75306, "homo_lumo_gap_ev": [6.8, 4.1], "charge": -1, "mol_weight_g_mol": 789.76, "e_above_lowest_kcal_mol": 22.6, "fmax_ha_per_bohr": 0.0418, "symbols": ["Gd", "C", "N", "C", "C", "N", "C", "C", "F", "C", "F", "C", "F", "C", "F", "C", "F", "C", "C", "N", "C", "C", "F", "C", "F", "C", "F", "C", "F", "C", "F", "H", "H", "H", "H", "H", "H", "H", "H", "H", "H", "H", "C", "C", "O", "P", "S", "S", "O", "C", "C", "H", "H", "H", "H", "H", "H", "H", "H", "H", "H"], "coordinates": [[0.21740, 0.43016, 0.54936], [-0.21643, 1.62570, 3.80839], [0.26321, 0.35065, 3.27373], [1.63866, 0.10972, 3.74231], [2.48832, -0.69698, 2.76678], [2.37931, -0.06743, 1.46861], [3.08569, -0.52695, 0.43258], [3.87844, -1.69363, 0.29930], [4.00502, -2.56112, 1.32850], [4.51596, -2.01971, -0.88148], [5.22070, -3.15746, -0.95327], [4.44706, -1.20550, -1.99616], [5.07473, -1.54649, -3.13688], [3.73151, -0.01921, -1.90564], [3.70279, 0.81740, -2.94709], [3.09704, 0.29005, -0.73187], [2.45806, 1.48255, -0.58960], [-0.66079, -0.71334, 3.69047], [-0.49750, -2.00829, 2.90807], [-0.62309, -1.68849, 1.50007], [-0.65377, -2.65508, 0.58357], [-1.08479, -2.28278, -0.71717], [-1.52490, -0.99787, -0.82623], [-1.15292, -3.10945, -1.80659], [-1.58603, -2.64670, -2.98476], [-0.80563, -4.44453, -1.66475], [-0.85146, -5.28947, -2.71090], [-0.42767, -4.88775, -0.40997], [-0.10880, -6.18076, -0.25304], [-0.36641, -4.04027, 0.67850], [0.01447, -4.58035, 1.86012], [-0.22138, 1.62750, 4.90945], [-1.22757, 1.81941, 3.45401], [0.42188, 2.43567, 3.45536], [1.62929, -0.38024, 4.72738], [2.12271, 1.08187, 3.84831], [2.18595, -1.74554, 2.75002], [3.52497, -0.67309, 3.12962], [-1.67431, -0.35142, 3.50417], [-0.55381, -0.91362, 4.76895], [-1.29418, -2.69163, 3.23160], [0.44714, -2.49663, 3.16165], [-1.84848, 5.73099, -2.84468], [-1.76031, 4.88260, -1.59269], [-0.94648, 3.74297, -1.88411], [-1.31503, 2.29113, -1.27564], [-0.01526, 1.10535, -2.17025], [-1.54626, 2.45874, 0.69930], [-2.83234, 2.03763, -1.77606], [-3.13000, 1.67103, -3.12755], [-3.86746, 0.34703, -3.14146], [-2.42452, 6.63785, -2.65308], [-2.33445, 5.17299, -3.64588], [-0.84668, 6.00320, -3.17729], [-2.75203, 4.56066, -1.26549], [-1.29749, 5.43451, -0.77147], [-2.20688, 1.59561, -3.70529], [-3.74789, 2.46735, -3.55166], [-3.19315, -0.45925, -2.85390], [-4.25545, 0.14910, -4.14226], [-4.69871, 0.37161, -2.43604]]}